ORCA calculation (wB97M-V/def2-TZVPD) on C29H41CrO4Si4 as an isolated structure.

As for the total energy: -98841.6933 eV. As for the gap between HOMO and LUMO (alpha / beta): 7.29 / 4.59 eV.

Geometry as ORCA input:
```
! wB97M-V def2-TZVPD RIJCOSX def2/J DEFGRID3
* xyz 2 4
C 3.66 -2.99 5.02
Si 2.90 -2.96 3.28
C 3.95 -4.00 2.13
C 1.16 -3.67 3.33
Si 2.70 -0.84 2.33
Si 1.60 0.52 3.86
C 2.34 0.63 5.60
C 1.59 2.24 3.11
C -0.17 -0.09 4.00
Si 4.90 -0.04 2.32
C 5.75 0.03 4.01
C 5.96 -1.12 1.19
C 4.92 1.71 1.60
O 1.76 -0.86 0.51
C 0.50 -1.07 0.18
C -0.14 -0.80 -1.06
H 3.60 -4.02 5.38
H 4.72 -2.69 5.03
H 3.12 -2.36 5.73
H 3.77 -5.06 2.36
H 3.68 -3.84 1.08
H 5.03 -3.81 2.23
H 1.24 -4.73 3.60
H 0.52 -3.18 4.08
H 0.67 -3.60 2.35
H 1.67 1.26 6.19
H 2.41 -0.34 6.11
H 3.33 1.10 5.62
H 0.80 2.81 3.62
H 2.54 2.77 3.26
H 1.37 2.22 2.04
H -0.72 0.64 4.62
H -0.67 -0.16 3.03
H -0.25 -1.08 4.49
H 6.76 0.45 3.88
H 5.23 0.67 4.73
H 5.87 -0.96 4.48
H 6.91 -0.60 0.98
H 6.20 -2.09 1.63
H 5.46 -1.29 0.23
H 5.96 2.00 1.39
H 4.37 1.75 0.65
H 4.50 2.46 2.28
H -0.09 -1.60 0.96
H -1.01 -1.48 -1.18
H 0.59 -0.77 -1.94
O -6.79 4.12 -6.36
C -5.96 3.32 -6.47
Cr -4.38 2.26 -6.51
C -4.07 2.98 -4.80
O -3.92 3.56 -3.79
C -3.59 3.87 -7.14
O -3.24 4.95 -7.38
C -4.79 0.99 -8.20
C -5.52 0.54 -7.10
C -4.87 0.28 -5.88
C -3.46 0.40 -5.75
C -2.79 0.26 -4.42
C -2.25 0.34 -3.30
C -1.81 0.47 -1.97
C -2.86 0.32 -0.96
C -2.54 0.27 0.43
C -3.52 0.32 1.42
C -4.87 0.34 1.06
C -5.22 0.25 -0.29
C -4.24 0.17 -1.29
C -2.77 0.91 -6.87
C -3.41 1.17 -8.08
H -5.31 1.25 -9.13
H -6.60 0.42 -7.18
H -5.48 0.01 -5.01
H -0.92 1.13 -1.72
H -1.49 0.20 0.68
H -3.22 0.35 2.47
H -5.64 0.38 1.84
H -6.27 0.25 -0.57
H -4.56 0.05 -2.33
H -1.70 1.14 -6.77
H -2.85 1.53 -8.93
*
```

ORCA calculation (wB97M-V/def2-TZVPD) on a 2-piece molecular cluster, C3H4Br3O2Si overall.

As for the total energy: -225281.7589 eV. As for the gap between HOMO and LUMO: 8.95 eV.

Geometry as ORCA input:
```
! wB97M-V def2-TZVPD RIJCOSX def2/J DEFGRID3
* xyz -1 1
C -2.57 1.24 -0.79
C -1.83 -0.90 0.43
C -1.65 0.52 -0.26
O 1.67 0.73 -0.77
O -3.30 2.15 -1.11
Si 2.91 0.10 -0.13
Br 4.22 -1.23 -1.38
Br 4.48 1.40 0.93
Br 2.36 -1.32 1.53
H -2.10 -1.58 -0.44
H -0.90 -1.04 0.98
H -2.66 -1.05 1.10
H -0.64 0.96 -0.09
*
```

ORCA calculation (wB97M-V/def2-TZVPD) on a single C2H4N2O molecule.

As for the energy relative to the best compared isomer or geometry (same formula, charge and spin): 4.858 eV. As for the total energy: -7161.6219 eV. As for the gap between HOMO and LUMO: 10.15 eV.

Geometry as ORCA input:
```
! wB97M-V def2-TZVPD RIJCOSX def2/J DEFGRID3
* xyz 0 1
C 0.46 -0.29 0.35
N -0.03 1.01 0.22
C -0.91 1.67 -0.58
N -0.26 2.81 -0.53
O 0.77 2.19 0.26
H 1.39 -0.37 -0.17
H 0.68 -0.61 1.46
H -0.30 -1.06 -0.22
H -1.86 1.51 -0.93
*
```

ORCA calculation (wB97M-V/def2-TZVPD) on a 2-piece molecular cluster, C23H21N5O6 overall.

As for the energy relative to the best compared isomer or geometry (same formula, charge and spin): 7.823 eV. As for the total energy: -43918.0093 eV. As for the gap between HOMO and LUMO: 6.49 eV.

Geometry as ORCA input:
```
! wB97M-V def2-TZVPD RIJCOSX def2/J DEFGRID3
* xyz 0 1
O -0.82 -5.42 0.16
N -0.75 -4.18 0.06
O 0.30 -3.59 -0.29
C -1.92 -3.39 0.35
C -3.14 -4.05 0.65
C -4.31 -3.32 0.87
N -5.53 -4.01 1.23
O -6.59 -3.39 1.43
O -5.46 -5.26 1.33
C -4.25 -1.87 0.73
N -5.25 -0.97 0.70
O -4.61 0.24 0.46
N -3.21 0.11 0.33
C -3.00 -1.23 0.49
C -1.82 -1.98 0.32
H -3.15 -5.13 0.69
H -0.91 -1.44 0.09
O -0.32 0.60 -0.60
C 0.97 1.13 -0.41
C 1.80 0.39 -1.47
C 1.11 -0.12 -2.57
C 1.79 -0.88 -3.53
C 3.17 -1.05 -3.43
C 3.88 -0.49 -2.36
C 3.19 0.23 -1.37
C 0.93 2.65 -0.65
C -0.20 3.35 -0.22
C -0.33 4.71 -0.52
C 0.66 5.37 -1.27
C 1.81 4.67 -1.65
C 1.95 3.32 -1.33
C 1.41 0.94 1.04
C 1.87 -0.46 1.49
C 1.66 -0.41 3.02
C 0.75 0.80 3.30
N 0.35 1.23 1.96
H -0.88 0.75 0.19
H 0.03 0.06 -2.66
H 1.21 -1.33 -4.34
H 3.71 -1.62 -4.20
H 4.96 -0.59 -2.28
H 3.73 0.67 -0.53
H -1.00 2.83 0.32
H -1.22 5.24 -0.17
H 0.54 6.42 -1.53
H 2.61 5.17 -2.21
H 2.85 2.77 -1.63
H 2.26 1.63 1.22
H 1.24 -1.23 1.01
H 2.91 -0.62 1.20
H 1.20 -1.33 3.39
H 2.63 -0.26 3.52
H -0.13 0.57 3.92
H 1.32 1.58 3.84
H -0.04 2.17 1.92
*
```

ORCA calculation (wB97M-V/def2-TZVPD) on C13H29Cl3GeIO3RuSi as an isolated structure.

As for the energy relative to the best compared isomer or geometry (same formula, charge and spin): 1.458 eV. As for the total energy: -132735.8052 eV. As for the gap between HOMO and LUMO: 7.28 eV.

Geometry as ORCA input:
```
! wB97M-V def2-TZVPD RIJCOSX def2/J DEFGRID3
* xyz 1 1
Ru -0.38 -1.15 0.65
C 3.30 -1.48 -0.52
C 2.62 -0.26 0.08
C 2.72 -0.23 1.60
C 3.21 1.01 -0.51
O 1.21 -0.28 -0.34
Ge 0.11 1.40 -0.57
O -0.55 1.06 1.15
C -0.82 2.11 2.12
C -1.34 3.34 1.38
C -1.90 1.59 3.06
C 0.45 2.43 2.89
O -1.09 -0.12 -1.03
C -1.29 -0.54 -2.44
C -2.77 -0.60 -2.73
C -0.64 0.51 -3.33
C -0.63 -1.88 -2.69
H 4.36 -1.47 -0.28
H 3.19 -1.49 -1.60
H 2.89 -2.40 -0.11
H 3.78 -0.27 1.88
H 2.25 -1.10 2.05
H 2.29 0.67 2.01
H 4.29 1.01 -0.34
H 2.81 1.91 -0.05
H 3.05 1.05 -1.59
H -2.18 3.08 0.74
H -0.56 3.82 0.79
H -1.69 4.08 2.10
H -2.82 1.37 2.52
H -2.12 2.34 3.82
H -1.56 0.70 3.58
H 1.24 2.75 2.21
H 0.79 1.57 3.46
H 0.27 3.25 3.59
H -3.27 0.33 -2.48
H -3.26 -1.42 -2.20
H -2.92 -0.80 -3.80
H -1.09 1.50 -3.20
H -0.79 0.23 -4.37
H 0.44 0.58 -3.16
H -1.10 -2.68 -2.12
H 0.44 -1.85 -2.47
H -0.75 -2.13 -3.75
Cl -1.80 -1.83 2.51
Si -2.56 -1.93 0.56
Cl -3.19 -3.76 0.01
Cl -4.07 -0.61 0.45
I 0.98 -3.81 1.72
C 0.13 -2.99 -0.06
H -0.59 -3.71 -0.43
H 0.95 -2.90 -0.77
*
```

ORCA calculation (wB97M-V/def2-TZVPD) on a 2-piece molecular cluster, C3H11N2 overall.

As for the energy relative to the best compared isomer or geometry (same formula, charge and spin): 5.346 eV. As for the total energy: -6258.2356 eV. As for the gap between HOMO and LUMO: 5.00 eV.

Geometry as ORCA input:
```
! wB97M-V def2-TZVPD RIJCOSX def2/J DEFGRID3
* xyz 1 1
C 2.14 0.52 -0.11
C -0.78 -0.08 0.39
C -2.05 0.67 0.14
N -2.72 -0.22 -0.89
N 2.71 -0.70 0.48
H 1.63 1.07 0.69
H 3.00 1.07 -0.52
H -0.57 -0.05 1.48
H -0.46 -0.85 -0.29
H -2.67 0.72 1.03
H -1.88 1.67 -0.31
H -3.21 -0.89 -0.31
H -1.97 -0.70 -1.36
H 2.04 -1.44 0.72
H 3.34 -1.16 -0.19
H 1.46 0.37 -0.96
*
```

ORCA calculation (wB97M-V/def2-TZVPD) on a 2-piece molecular cluster, CH4F2 overall.

As for the energy relative to the best compared isomer or geometry (same formula, charge and spin): 1.262 eV. As for the total energy: -6535.2317 eV. As for the gap between HOMO and LUMO: 12.45 eV.

Geometry as ORCA input:
```
! wB97M-V def2-TZVPD RIJCOSX def2/J DEFGRID3
* xyz 0 1
C 0.20 0.99 0.05
F 0.84 -0.16 0.45
H -0.55 1.27 0.80
H 0.93 1.80 -0.07
H -0.30 0.81 -0.91
F -0.91 -0.75 -0.38
H -0.67 -1.58 -0.73
*
```

ORCA calculation (wB97M-V/def2-TZVPD) on CH2LiOTb as an isolated structure.

As for the energy relative to the best compared isomer or geometry (same formula, charge and spin): 2.183 eV. As for the total energy: -25732.5956 eV. As for the gap between HOMO and LUMO (alpha / beta): 8.08 / 7.29 eV.

Geometry as ORCA input:
```
! wB97M-V def2-TZVPD RIJCOSX def2/J DEFGRID3
* xyz 2 7
C 0.40 -0.89 -0.21
O 0.49 0.34 -0.16
H -0.42 -1.33 0.41
Tb 2.19 -2.39 -1.27
Li -0.53 1.83 0.46
H -2.14 2.44 0.76
*
```